1.
Formula: C44H129N3O35
Source: OMol25
Level of theory: the ωB97M-V functional and the def2-TZVPD basis

## Properties
Lowest unoccupied orbital energy: 0.0070 hartree
Largest force on an atom: 3.8 eV Å⁻¹
HOMO energy: -9.0172 eV
Kohn-Sham gap: 0.338 hartree
Total energy: -4550.876561 a.u.

Structure (XYZ):
```
211
Properties=species:S:1:pos:R:3:forces:R:3
C -17.295474 -9.759040 -23.980199 -1.7 0.4 -1.3
C -16.250622 -10.010200 -25.023695 1.3 -1.1 1.7
C -16.390932 -9.282825 -26.342185 -1.1 -0.7 -1.1
O -15.964195 -10.044258 -27.501367 0.4 0.1 1.2
C -14.932345 -9.390648 -28.201323 -0.1 -0.2 -0.2
N -14.997243 -9.793100 -24.299953 0.9 0.6 -1.1
H -17.001675 -9.960342 -22.950019 0.0 -0.4 -0.3
H -18.138576 -10.339310 -24.355100 -0.5 -0.1 0.9
H -17.626510 -8.722803 -24.048932 0.0 0.3 0.2
H -16.137970 -11.084473 -25.169776 -0.8 -0.2 -0.8
H -15.914974 -8.302254 -26.349322 0.1 0.1 0.2
H -17.444528 -9.144541 -26.584921 -0.2 0.3 0.5
H -14.793220 -9.962416 -29.118831 0.0 0.3 -0.2
H -13.979549 -9.399056 -27.671980 0.2 0.0 0.3
H -15.235564 -8.355679 -28.359440 0.3 0.1 -0.5
H -14.401139 -9.645953 -25.101903 1.3 0.1 0.4
H -15.050742 -8.895844 -23.839323 0.1 0.4 0.2
C -13.862664 -1.008302 -34.816319 -1.0 -0.4 1.3
C -13.590462 -2.198995 -35.704315 2.1 -1.8 -0.2
C -12.469498 -1.834973 -36.746562 -1.7 1.7 0.3
O -11.283570 -1.463953 -36.074595 1.9 0.1 0.3
C -10.002102 -1.153135 -36.789444 -2.4 -1.3 -0.7
N -13.105133 -3.397688 -34.957968 0.0 0.4 0.4
H -14.538371 -1.198310 -33.982392 -1.0 -0.8 -0.5
H -14.331463 -0.194366 -35.369334 0.6 0.3 0.0
H -13.076886 -0.765375 -34.101030 1.0 0.6 -1.1
H -14.447959 -2.556704 -36.274254 -0.2 0.5 -0.1
H -13.036818 -0.964053 -37.074810 0.9 0.5 -1.3
H -12.358976 -2.560415 -37.552553 0.2 -0.2 0.1
H -10.044600 -0.196529 -37.310207 0.0 0.4 0.6
H -9.918268 -1.861423 -37.613697 0.1 -0.3 0.0
H -9.141507 -1.322010 -36.142177 -0.5 0.4 0.3
H -12.113245 -3.211406 -34.918454 0.5 0.0 0.8
H -13.094700 -4.189166 -35.585306 -0.5 -0.3 -0.4
C -13.982141 2.125688 -39.245697 -0.6 0.3 1.3
C -13.348937 0.782120 -39.482166 0.3 -0.4 -0.5
C -14.434121 -0.348946 -39.476248 0.2 1.6 1.5
O -15.070251 -0.217252 -38.138077 0.2 -0.9 -2.4
C -16.308255 -0.938477 -38.026328 0.6 0.0 1.6
N -12.650225 0.869501 -40.736983 0.2 -1.2 -1.2
H -13.930277 2.323503 -38.175052 -1.0 0.2 0.1
H -14.974162 2.091408 -39.696038 -0.4 0.2 0.6
H -13.535924 3.012815 -39.695153 0.7 -0.4 -0.3
H -12.514833 0.541492 -38.823011 -0.6 0.0 1.0
H -14.035924 -1.333782 -39.720443 0.3 -0.3 0.7
H -15.160599 -0.184305 -40.271999 -0.3 0.5 0.0
H -16.289031 -1.289447 -36.994557 -0.1 -0.4 0.0
H -16.399733 -1.817728 -38.664014 0.1 0.2 -0.2
H -17.194753 -0.304335 -38.017135 0.1 0.3 -0.8
H -12.347688 1.828359 -40.832727 -0.1 -0.2 -0.7
H -13.296774 0.575041 -41.454880 0.3 0.5 -0.7
C -13.162645 -9.004732 -32.417274 0.5 -2.0 0.2
C -12.499450 -10.416421 -32.129802 -1.1 0.7 -1.4
O -13.260143 -11.495822 -32.742516 0.4 0.4 1.2
O -12.218810 -8.012085 -32.301069 1.1 0.6 -0.2
H -13.926745 -8.868112 -31.652042 -0.7 0.1 -0.5
H -13.495411 -8.953765 -33.453980 -0.6 -0.3 0.1
H -12.467299 -10.542357 -31.047583 -0.1 -0.5 -0.1
H -11.477516 -10.382718 -32.507443 0.1 -0.1 0.0
H -13.232297 -11.438302 -33.700388 0.2 0.3 0.0
H -12.225493 -7.731581 -31.382993 0.2 0.6 0.0
C -12.768821 -5.911770 -27.942748 -0.2 1.6 -0.9
C -12.173967 -6.787576 -29.074159 -1.4 -1.4 3.2
O -12.482577 -6.362554 -30.327374 0.0 1.3 -1.4
O -14.238449 -5.758832 -27.905360 2.4 -0.9 0.5
H -12.325507 -4.944745 -28.180292 -0.2 0.7 -0.1
H -12.336568 -6.064570 -26.953850 -0.5 -0.8 0.1
H -12.703349 -7.734802 -28.971125 0.4 -0.6 0.1
H -11.102325 -6.908772 -28.916044 0.1 -0.1 0.1
H -11.784609 -5.754257 -30.581182 0.0 0.4 -0.5
H -14.474203 -5.558896 -28.814224 -0.5 0.2 -0.7
C -15.156835 -5.590538 -32.806001 -0.5 -0.6 -0.5
C -15.624269 -4.670570 -31.671660 0.9 -0.2 -1.2
O -15.549984 -5.386801 -30.469070 -0.1 0.0 0.9
O -15.393431 -5.099240 -34.126243 -0.3 0.3 0.5
H -15.752795 -6.502273 -32.765194 0.0 -0.2 0.4
H -14.111712 -5.894969 -32.750058 0.1 0.1 0.5
H -16.641235 -4.369664 -31.923293 -0.1 0.3 0.2
H -14.969905 -3.804054 -31.576527 -0.2 0.2 -0.2
H -16.440185 -5.697387 -30.288311 -0.2 -0.5 0.0
H -14.612864 -4.567045 -34.296795 0.4 0.6 -0.5
C -16.821388 -0.828869 -32.084799 -0.3 0.1 0.1
C -17.743850 -1.712811 -32.892221 -1.2 -0.5 0.3
O -18.484270 -0.994562 -33.902101 0.7 -0.1 0.6
O -16.323201 -1.576185 -30.966986 0.1 -0.1 -0.7
H -17.350032 0.007499 -31.627508 -0.3 0.3 -0.6
H -16.074155 -0.456866 -32.785774 0.5 0.2 0.4
H -18.448253 -2.154620 -32.187445 -0.2 0.0 0.2
H -17.250254 -2.580705 -33.329516 0.6 0.2 -0.2
H -19.347266 -1.413476 -33.938757 0.0 0.1 -0.1
H -15.952171 -0.915958 -30.377034 0.4 0.0 0.1
C -18.730552 -5.551497 -27.856950 -1.8 -1.1 1.8
C -18.717818 -6.793350 -26.881415 -0.1 0.0 -1.7
O -19.860724 -6.919059 -26.021293 0.5 1.4 0.3
O -20.122409 -5.184186 -28.052646 1.2 0.9 -0.9
H -18.162878 -5.813564 -28.749798 -0.5 -0.3 -0.3
H -18.193972 -4.704943 -27.428565 -0.5 0.2 0.3
H -17.705752 -6.720673 -26.483248 -0.2 -0.5 0.9
H -18.850571 -7.707959 -27.459315 0.9 0.0 -0.7
H -19.747970 -7.688846 -25.458880 0.2 -0.1 0.0
H -20.721497 -5.924525 -27.931864 0.3 -0.2 0.2
C -13.761970 -7.300791 -36.109060 -1.9 -2.3 0.5
C -15.107378 -8.104080 -36.023645 0.9 -0.1 0.5
O -15.539563 -8.470245 -37.310984 0.2 0.4 -0.7
O -13.981939 -5.991957 -36.519712 0.3 0.6 -0.6
H -13.220908 -7.927401 -36.818073 0.5 0.3 -0.4
H -13.234705 -7.348448 -35.156265 -0.1 0.2 0.2
H -15.927356 -7.575094 -35.537955 0.3 0.5 0.4
H -14.928274 -9.024677 -35.468205 0.2 0.0 0.4
H -16.403531 -8.865834 -37.174375 -0.3 -0.4 -0.2
H -14.927304 -5.934843 -36.676654 -0.2 0.5 -0.1
C -13.821752 -0.066004 -27.624752 1.7 0.0 0.5
C -14.256326 1.070512 -28.516267 -1.0 -0.6 0.4
O -14.252119 0.613641 -29.869292 -0.5 0.0 -0.1
O -12.407033 0.008016 -27.457268 0.5 0.0 0.3
H -13.979212 -1.073942 -28.008646 -0.9 0.2 -0.5
H -14.257765 -0.052534 -26.625851 0.0 0.4 0.0
H -13.729195 2.011239 -28.357304 0.6 -0.4 0.0
H -15.252282 1.308965 -28.143020 -0.7 0.1 -0.9
H -13.600131 1.028028 -30.439191 0.0 0.3 0.4
H -12.031043 -0.325767 -28.275087 0.3 -0.1 -0.1
C -16.269793 -2.662122 -26.365987 0.9 0.7 -0.5
C -15.768288 -3.505642 -25.191972 1.0 0.5 -0.6
O -15.377800 -2.733977 -24.026804 -1.1 0.3 -0.9
O -17.621466 -2.384800 -26.409500 -2.0 -0.1 0.9
H -16.075973 -3.165455 -27.313190 0.8 -0.7 0.1
H -15.780410 -1.692284 -26.455550 0.8 -0.1 0.5
H -14.856875 -3.936441 -25.606503 0.1 -0.4 0.1
H -16.486299 -4.316413 -25.068678 -0.2 0.0 0.7
H -15.011233 -3.243144 -23.300190 -0.1 -0.5 -0.4
H -17.767990 -1.664622 -27.027135 -0.3 0.0 0.0
C -18.660430 -6.281418 -36.220991 0.6 0.5 -0.8
C -18.695139 -4.771276 -36.226765 1.0 1.0 0.5
O -17.387451 -4.194679 -36.393728 -0.4 -0.1 -0.5
O -19.977888 -6.730831 -36.147163 0.1 -0.3 0.9
H -17.945930 -6.553362 -35.444043 -0.4 -0.2 1.1
H -18.166403 -6.806057 -37.038787 0.1 0.7 -1.0
H -19.126456 -4.492653 -35.265300 0.1 0.0 0.5
H -19.352199 -4.219051 -36.898653 0.1 -0.8 -0.7
H -16.871224 -4.187688 -35.584370 -0.1 -0.3 0.5
H -19.924651 -7.550534 -36.644016 -1.0 -0.1 -0.3
C -20.597574 -1.619317 -30.152502 -0.8 -0.6 -1.0
C -21.313897 -1.706211 -28.767391 2.2 1.7 -1.9
O -20.185020 -1.954709 -27.884597 -1.8 0.3 0.3
O -20.648692 -2.883014 -30.758222 -0.1 -1.6 -1.0
H -19.535450 -1.383938 -30.220196 0.1 0.8 1.4
H -21.013390 -0.972711 -30.925233 -0.7 0.4 0.4
H -22.183867 -2.362701 -28.784040 0.7 -0.9 0.1
H -21.823343 -0.745549 -28.691988 0.6 0.5 1.2
H -20.142600 -2.906296 -27.765021 0.0 -0.4 0.2
H -19.958332 -3.428305 -30.373960 0.0 -0.2 0.1
C -8.581173 -7.086705 -32.462627 -1.3 0.4 -3.4
C -9.142610 -6.124688 -33.610950 1.2 0.9 -0.7
O -9.059053 -6.605775 -35.001421 0.3 -1.8 2.0
O -9.204446 -8.352747 -32.620758 0.9 -0.5 0.7
H -8.777564 -6.636529 -31.489555 0.0 0.1 0.0
H -7.514503 -7.164049 -32.673167 0.0 -0.4 0.4
H -8.489372 -5.257723 -33.709702 -0.1 0.4 1.0
H -10.133123 -5.776524 -33.318068 -0.3 -0.2 -0.3
H -9.332924 -6.000220 -35.694160 -0.6 0.4 0.6
H -10.067063 -8.303013 -33.039097 -0.2 0.5 0.1
C -10.953358 -7.866750 -39.042379 1.2 -1.6 -0.5
C -10.308650 -7.610311 -37.742771 1.2 1.4 1.1
O -10.824865 -6.453974 -37.057674 -0.1 0.0 -0.1
O -12.123993 -8.722747 -38.978432 0.5 2.1 -0.3
H -10.237888 -8.401355 -39.667189 0.2 -0.2 0.0
H -11.012587 -6.894395 -39.531368 -1.1 0.0 -0.1
H -9.293879 -7.246406 -37.903718 0.2 -0.1 -0.7
H -10.071735 -8.465869 -37.110320 -1.0 -0.3 0.3
H -11.762140 -6.471930 -36.850800 -0.1 -0.4 -0.2
H -12.737267 -8.075211 -39.333667 -1.1 -0.6 0.1
C -18.909923 -6.907410 -31.880504 -0.7 1.1 1.4
C -19.753045 -8.135211 -31.719051 0.0 1.2 -1.1
O -19.264932 -9.121587 -32.661773 -0.4 0.8 1.0
O -17.852371 -7.009760 -30.923832 0.7 0.7 -0.9
H -19.450759 -6.031225 -31.522870 -0.4 -0.1 0.3
H -18.750722 -6.588623 -32.910611 1.1 -0.7 -0.3
H -20.780940 -7.810318 -31.880238 -0.3 -0.7 -0.4
H -19.624851 -8.335300 -30.655273 -0.1 -1.0 0.0
H -19.569833 -9.960426 -32.308222 -0.6 -0.9 -0.2
H -17.367262 -7.822668 -31.083386 0.3 -0.3 0.1
C -10.803283 -1.680860 -31.631410 0.5 -0.7 -0.1
C -11.179977 -3.170630 -31.314663 0.7 1.6 -0.6
O -9.997703 -3.891423 -31.069173 0.4 -0.6 0.4
O -10.591668 -0.927982 -30.452239 -1.2 0.0 1.7
H -11.535192 -1.275954 -32.330304 0.0 0.3 0.1
H -9.779163 -1.634902 -32.001766 -0.3 -0.7 -1.4
H -11.604185 -3.632431 -32.206226 -0.4 0.2 0.0
H -11.861465 -3.236375 -30.466509 -0.3 0.2 0.0
H -9.413948 -3.303402 -30.584346 0.2 -0.1 0.3
H -10.318883 -0.021036 -30.609159 0.0 -0.1 -0.4
C -17.733174 -11.117004 -30.166178 -0.7 -0.3 -0.7
C -18.606580 -12.064509 -31.096373 1.1 0.3 0.4
O -19.899466 -11.483123 -31.263064 -0.1 -0.2 -0.3
O -17.363402 -9.985821 -30.897078 1.4 0.7 -0.4
H -16.835657 -11.507921 -29.686846 0.0 -0.6 -0.5
H -18.278639 -10.674070 -29.332883 -0.9 -0.8 0.4
H -18.580439 -13.144448 -30.950918 -0.7 -0.1 1.6
H -18.216959 -12.189418 -32.106670 0.5 1.3 -0.3
H -20.229446 -11.139867 -30.429460 0.1 -0.2 0.3
H -18.011649 -9.767968 -31.570814 -0.1 0.0 -0.4
C -19.079924 -9.975119 -36.080054 0.2 -0.5 -0.6
C -20.036474 -9.996484 -37.292952 -1.0 0.6 -0.3
O -20.318089 -8.730852 -37.879995 0.5 1.3 0.2
O -17.787627 -10.298143 -36.563821 0.8 0.3 -0.6
H -19.262706 -10.792183 -35.382134 -1.0 0.3 0.3
H -18.960229 -9.021567 -35.565747 -0.6 -0.1 0.1
H -21.057924 -10.320967 -37.094321 0.4 -1.0 0.5
H -19.581117 -10.527335 -38.128979 0.0 -1.0 0.5
H -20.271755 -8.748082 -38.838725 0.1 -0.1 0.1
H -17.980266 -10.937266 -37.253759 0.7 -0.2 -0.1
```
Positions in Å, forces in eV/Å.

Here are the Löwdin charges for atoms 1 to 4, given in e: -0.068 -0.452 -0.168 -0.191

2.
Formula: C44H27AlGeN8
Source: OMol25
Level of theory: the ωB97M-V functional and the def2-TZVPD basis

## Properties
Lowest unoccupied orbital energy: -0.2857 hartree
Largest force on an atom: 4.5 eV Å⁻¹
HOMO energy: -13.4390 eV
Total charge: +2
Kohn-Sham gap: 0.208 hartree
Total energy: -4449.966438 a.u.

Structure (XYZ):
```
81
Properties=species:S:1:pos:R:3:forces:R:3
Al -0.089888 -0.786244 -0.617004 1.4 1.4 0.3
C -2.222362 -6.916583 -0.802085 1.9 1.1 0.4
C -0.847778 -7.197998 -0.609847 0.0 -0.2 -0.4
C 0.203841 -6.263537 -0.475487 0.6 -1.5 -0.8
C -0.178288 -4.956543 -0.589032 -1.2 1.1 0.7
C 0.479399 -3.615015 -0.608869 1.5 -1.5 0.5
N 1.817465 -3.539683 -0.586791 -1.2 -0.5 -0.7
C 2.412182 -2.402062 -0.813905 -0.1 1.0 0.5
C 3.875012 -2.245098 -0.796498 0.3 -0.8 0.5
C 4.999797 -3.095131 -0.717493 -1.0 0.8 0.4
C 6.251054 -2.495177 -0.613607 -0.1 0.0 0.3
C 6.388927 -1.083297 -0.503607 0.1 -1.5 -1.6
C 5.260857 -0.281202 -0.697138 2.5 0.5 1.0
C 4.069317 -0.893546 -0.732146 -1.0 0.3 -0.5
C 2.788100 -0.223446 -0.769117 -0.2 0.6 -1.1
N 2.717406 1.059309 -0.753458 0.3 -0.1 0.4
C 1.521452 1.676658 -0.802696 -0.1 -0.4 -1.0
N 0.356159 1.084528 -0.694435 -1.7 -0.8 0.6
C -0.675565 2.158566 -0.518109 -0.7 -0.5 -0.7
N -2.039066 1.963474 -0.952010 1.7 -0.9 0.2
C -2.505468 0.791242 -1.085747 -1.2 1.2 0.6
N -1.894424 -0.494127 -0.955827 -0.3 0.1 0.2
C -2.883913 -1.392802 -0.826717 -2.0 1.3 -1.5
N -2.783177 -2.735190 -0.737031 -2.7 2.7 0.1
C -1.644491 -3.217456 -0.652527 1.1 -3.1 0.1
N -0.415974 -2.596753 -0.617211 0.3 -1.3 -0.3
C -1.561100 -4.699682 -0.621615 1.0 2.0 -0.3
C -2.618949 -5.573116 -0.758001 1.4 -0.9 -0.1
C -4.210838 -0.728701 -0.994547 0.9 -1.3 0.3
C -5.498606 -1.253377 -0.996307 0.3 -1.4 0.9
C -6.528298 -0.381901 -1.121392 -0.1 3.1 0.1
C -6.309421 1.044957 -1.200074 2.3 -2.1 -0.1
C -4.949671 1.553621 -1.143517 -4.3 1.2 -0.4
C -3.974270 0.630408 -1.107749 1.8 -1.2 -0.2
C 0.013506 3.341024 -1.056756 -0.5 0.9 0.5
C -0.408187 4.628973 -1.359178 -1.0 -0.9 -0.1
C 0.569531 5.524413 -1.727977 -2.9 1.9 -0.3
C 1.889200 5.271468 -1.703550 1.3 0.8 -0.1
C 2.300446 4.021960 -1.424876 1.6 -1.5 0.6
C 1.352624 3.054919 -1.101376 1.1 0.7 -0.3
N 1.771360 -1.149800 -0.931392 0.4 -1.3 0.6
H -2.885616 -7.711187 -1.030713 -0.6 -0.5 0.0
H -0.512933 -8.213864 -0.722175 -0.2 -0.4 0.3
H 1.244110 -6.667763 -0.466357 -1.0 0.7 0.2
H 4.901927 -4.152382 -0.589244 -0.1 -0.5 -0.5
H 7.084726 -3.215547 -0.606502 -0.1 0.9 0.2
H 7.403080 -0.697786 -0.502624 -0.2 0.3 0.3
H 5.356878 0.789201 -0.731814 -0.1 0.2 0.1
H -3.616550 -5.247627 -0.929451 -0.6 0.3 0.1
H -5.791756 -2.289812 -0.750182 0.8 0.5 -0.4
H -7.525731 -0.728991 -1.014894 -0.7 -0.2 -0.3
H -7.174461 1.638971 -1.389449 -0.2 0.7 0.3
H -4.867701 2.651382 -1.149921 0.6 -0.7 -0.1
H -1.480747 4.851644 -1.367097 0.5 0.2 0.0
H 0.266706 6.527910 -2.038093 -0.1 -0.3 0.2
H 2.534261 6.122889 -1.856324 0.5 -0.3 -0.3
H 3.360686 3.789379 -1.403589 -0.1 -0.2 0.0
Ge -0.867506 2.186919 1.535594 0.7 1.0 0.9
C 0.478061 3.522052 2.119173 0.6 0.9 -0.3
C 1.936940 3.601319 2.063161 -2.2 -1.7 -0.3
C 2.577908 4.798261 2.087015 1.3 -0.5 -0.9
C 1.873723 5.963451 2.133969 0.5 2.0 1.0
C 0.532163 5.967086 2.409010 -0.7 -1.8 -1.2
C -0.195266 4.752964 2.280745 0.9 0.5 1.1
C -0.676395 0.309352 2.033898 0.0 -1.2 -0.9
C -1.829996 -0.510355 2.102358 -0.6 2.9 0.5
C -1.749793 -1.850361 2.263754 -0.4 -1.6 0.2
C -0.546686 -2.521341 2.489912 0.3 0.1 0.3
C 0.603168 -1.753893 2.375932 1.4 0.3 -0.5
C 0.549230 -0.383290 2.034165 0.4 0.5 0.6
H -2.296244 2.632419 1.972228 0.5 -0.1 -0.3
H 2.561811 2.725367 1.896375 -0.4 -0.1 0.2
H 3.661137 4.833388 1.893402 -0.5 -0.1 0.4
H 2.468196 6.883595 2.093341 -0.5 -0.1 0.0
H -0.037574 6.845172 2.535147 -0.3 1.0 0.2
H -1.272034 4.850176 2.466091 0.3 -0.4 -0.4
H -2.824305 0.024827 2.148802 1.0 -0.9 -0.4
H -2.670503 -2.395434 2.169307 -0.3 -0.4 0.5
H -0.521769 -3.577832 2.816023 0.0 0.7 -0.5
H 1.644468 -2.132488 2.454837 -1.0 -0.2 0.2
H 1.506487 0.194138 1.950915 -0.9 -0.7 0.0
```
Positions in Å, forces in eV/Å.

Here are the Löwdin charges for atoms 1 to 4, given in e: 0.353 0.007 -0.018 0.024